1.
{
  "formula": "C16H52FeN4O16",
  "method": "wB97M-V/def2-TZVPD",
  "elements": ["Fe", "C", "C", "O", "H", "H", "H", "H", "H", "C", "C", "O", "H", "H", "H", "H", "H", "C", "C", "O", "O", "H", "H", "H", "H", "H", "H", "C", "C", "O", "O", "H", "H", "H", "H", "H", "H", "C", "C", "O", "O", "H", "H", "H", "H", "H", "H", "C", "C", "O", "O", "H", "H", "H", "H", "H", "H", "C", "C", "O", "O", "H", "H", "H", "H", "H", "H", "C", "O", "N", "N", "H", "H", "H", "H", "C", "O", "N", "N", "H", "H", "H", "H", "O", "H", "H", "O", "H", "H"],
  "xyz": [[0.527409, 2.750751, -2.037183], [2.767769, 0.092161, -4.056213], [1.712489, 1.088471, -4.563463], [1.616269, 2.176191, -3.734093], [3.786659, 0.461661, -3.940363], [2.750769, -0.782229, -4.706803], [2.558529, -0.259329, -3.045883], [0.756779, 0.569651, -4.488963], [1.841329, 1.274241, -5.629753], [-0.662011, -1.148829, -1.260673], [0.002819, -0.038659, -0.359413], [-0.232851, 1.282561, -0.789933], [-1.712231, -1.055329, -0.984283], [-0.243081, -2.150349, -1.162883], [-0.539711, -0.958009, -2.326853], [1.074209, -0.224169, -0.283143], [-0.389621, -0.269239, 0.631007], [-0.662611, -2.720309, 3.089787], [-2.015231, -2.493729, 2.351987], [-2.617541, -3.472469, 1.553017], [-0.502591, -4.057139, 3.508097], [-0.485981, -2.025569, 3.910907], [0.057169, -2.450429, 2.317007], [-1.948721, -1.660799, 1.652057], [-2.784511, -2.076659, 3.001877], [-3.545871, -3.240079, 1.476837], [-1.243831, -4.314459, 4.061217], [5.214159, -2.123409, -1.573603], [3.936099, -2.853249, -1.370323], [2.989259, -2.169809, -0.535403], [5.688919, -1.677659, -0.280893], [5.254559, -1.206779, -2.162033], [5.996219, -2.825639, -1.862303], [4.227909, -3.787769, -0.891133], [3.486929, -3.179409, -2.308383], [2.767349, -1.377609, -1.030143], [5.015019, -1.188109, 0.196387], [-1.863741, -3.967599, -3.679153], [-2.975701, -3.882029, -2.672613], [-4.014191, -4.559429, -3.258143], [-1.953141, -3.131679, -4.863863], [-1.602981, -4.944279, -4.086813], [-1.036291, -3.620759, -3.060173], [-3.404541, -2.910429, -2.427273], [-2.726601, -4.407939, -1.750953], [-3.746141, -4.713949, -4.166913], [-1.248941, -3.437769, -5.440073], [-1.030391, 4.562551, 2.653397], [-0.565251, 3.320521, 1.921757], [-1.430321, 3.211011, 0.787187], [-0.669111, 5.720691, 1.909447], [-0.665041, 4.603191, 3.679537], [-2.106211, 4.509231, 2.820397], [-0.683731, 2.499541, 2.628897], [0.508519, 3.339241, 1.735267], [-1.190661, 2.404711, 0.324527], [-0.830141, 6.466631, 2.491897], [2.235309, 1.677631, 4.048697], [1.813699, 2.386741, 5.325057], [0.607609, 3.090141, 5.442247], [1.101719, 1.097181, 3.422317], [3.029379, 0.935921, 4.134877], [2.653119, 2.395361, 3.342717], [2.663819, 3.041231, 5.517477], [1.741309, 1.739281, 6.198937], [-0.073531, 2.472811, 5.165567], [1.393189, 0.732281, 2.583567], [3.145879, 2.748841, 0.092597], [2.275469, 2.876341, -0.751513], [4.018639, 1.772121, 0.222067], [3.218859, 3.551561, 1.147747], [3.778739, 1.004151, -0.388473], [4.615419, 1.687461, 1.032487], [4.025349, 3.411571, 1.739427], [2.857409, 4.488081, 1.036447], [-5.686491, -1.352669, 0.462077], [-6.665471, -1.994549, 0.342237], [-5.051391, -0.740299, -0.402693], [-5.148711, -1.153249, 1.599337], [-5.328801, -0.821319, -1.370463], [-4.214671, -0.347169, 0.004037], [-5.842821, -1.046239, 2.325187], [-4.481421, -0.397329, 1.657767], [-3.029211, 1.399871, -0.534253], [-2.314221, 1.216531, -1.143683], [-3.388891, 2.235891, -0.830793], [-1.387811, 2.788851, -3.018273], [-1.743421, 2.950451, -3.892153], [-2.025701, 3.182561, -2.423023]],
  "forces_ev_per_a": [[1.9, -3.1, -0.8], [0.0, -0.3, -0.1], [-0.4, -0.9, 1.6], [-0.7, 2.1, 1.4], [0.1, 0.4, -0.6], [0.3, -0.2, -0.1], [-0.6, 0.0, 0.2], [-0.3, -0.6, -0.4], [0.4, 0.6, -0.2], [0.4, 1.3, 0.1], [0.3, -0.4, -1.3], [-0.4, 0.2, -0.2], [-0.2, -0.7, -0.4], [-0.2, 0.0, 0.8], [-0.1, 0.5, -0.1], [0.5, -0.1, -0.1], [-0.2, 0.5, 0.4], [-1.0, -0.6, -1.5], [-1.2, 2.4, 0.2], [0.7, -1.7, 0.1], [0.6, 0.0, -0.1], [-0.5, 0.2, 0.0], [0.6, -0.7, 0.2], [1.1, 0.7, 0.1], [0.0, -0.4, 0.9], [-0.1, 0.0, 0.1], [-0.1, 0.1, 0.0], [1.2, 1.2, 1.7], [-0.6, -0.9, -0.1], [0.8, -0.1, -0.5], [0.7, -0.2, 0.2], [-0.6, -0.3, -0.8], [-0.2, 0.1, -0.5], [-0.3, 0.1, 0.5], [-0.2, 0.3, -0.3], [-0.5, 0.2, -0.1], [-0.4, -0.3, -0.2], [2.5, 1.8, 0.6], [-0.4, -0.4, -0.9], [-2.5, -1.5, -0.9], [-0.8, 0.0, 0.8], [-0.5, -0.6, 0.9], [0.9, 0.0, -0.4], [1.0, 0.6, 0.0], [0.5, 0.2, 0.1], [-0.6, -0.1, -0.1], [0.0, 0.1, -0.1], [0.1, -0.2, 0.3], [-1.2, 0.6, 0.6], [0.8, 0.6, 0.6], [0.0, 0.1, 0.2], [0.7, 0.0, 0.0], [-0.4, -0.1, -0.6], [-0.3, -0.3, -0.2], [0.1, 0.3, -0.6], [0.3, -0.8, -0.4], [0.0, 0.2, -0.1], [-0.8, 0.4, -1.2], [1.2, -0.8, 1.6], [-0.2, 0.7, -1.4], [-0.1, -0.4, 0.3], [0.0, -0.1, 0.9], [-0.1, 0.5, 0.0], [-0.3, 0.5, 0.3], [0.8, -0.8, -0.2], [-0.3, 0.0, -0.1], [-0.2, -0.1, -0.2], [-1.1, 0.8, 1.2], [-0.4, 0.0, -1.3], [0.6, -2.4, -1.6], [0.2, 2.2, 1.3], [0.8, -0.4, 0.3], [-0.2, -0.3, -0.5], [-0.3, 0.6, 0.1], [0.0, -0.1, 0.3], [-3.1, -1.9, 0.4], [-4.2, -2.8, -0.9], [3.8, 3.3, -6.4], [2.5, 0.9, 8.2], [0.7, 0.2, 0.1], [0.2, 0.7, -2.1], [0.2, -0.5, 0.3], [0.0, -0.1, 0.3], [-0.7, -0.2, 0.0], [0.9, -0.2, -0.1], [-0.3, 0.2, 0.3], [-0.1, 0.2, 0.3], [0.3, 0.0, -0.5], [-0.3, 0.1, 0.3]],
  "homo_lumo_gap_ev": [7.97, 7.99],
  "total_energy_ev": -90537.2884,
  "spin_multiplicity": 5,
  "e_homo_ev": [-8.32, -8.31]
}

---

2.
{
  "formula": "C4H8O2",
  "method": "wB97M-V/def2-TZVPD",
  "elements": ["C", "O", "C", "C", "C", "O", "H", "H", "H", "H", "H", "H", "H", "H"],
  "xyz": [[1.629473, -0.472633, -1.005146], [0.372641, 0.169854, -1.029312], [-0.551585, -0.429166, -0.173241], [-0.397093, -0.160299, 1.304276], [-1.442605, 0.565116, 0.496170], [-1.272048, 1.901660, 0.161963], [1.552161, -1.498639, -1.388992], [2.036327, -0.507965, 0.014244], [2.300654, 0.100139, -1.647750], [-0.931012, -1.391660, -0.519773], [0.468937, 0.421939, 1.608378], [-0.713739, -0.931480, 2.000644], [-2.482730, 0.315896, 0.685927], [-0.569375, 1.917244, -0.507390]],
  "forces_ev_per_a": [[0.2, -0.1, 0.0], [0.0, 0.0, 0.0], [-0.1, -0.1, 0.0], [0.1, 0.0, 0.2], [-0.2, -0.2, 0.1], [0.2, 0.1, -0.1], [0.0, 0.1, 0.0], [0.0, 0.0, -0.1], [-0.1, -0.1, 0.1], [0.0, 0.2, 0.1], [-0.1, -0.1, -0.1], [0.0, 0.1, -0.1], [0.1, 0.0, -0.1], [-0.1, 0.1, 0.1]],
  "homo_lumo_gap_ev": 10.44,
  "total_energy_ev": -8370.9399,
  "de_lowest_kj_mol": 226.0,
  "spin_multiplicity": 1,
  "e_homo_ev": -9.43
}

---

3.
{
  "formula": "O5S2",
  "method": "wB97M-V/def2-TZVPD",
  "elements": ["O", "O", "O", "O", "O", "S", "S"],
  "xyz": [[1.416670, -2.442884, -0.366827], [0.770989, 2.137334, -0.543864], [-0.251770, -2.254329, 1.598492], [-1.396382, 1.899334, 0.623950], [-1.046623, 0.874486, -1.572177], [0.898050, -1.642867, 0.826050], [-0.384604, 1.243673, -0.294350]],
  "forces_ev_per_a": [[-0.7, 0.5, 1.2], [0.4, -0.2, 0.3], [0.8, 0.0, -0.7], [1.0, -0.8, -0.3], [0.2, -0.4, 0.2], [-0.1, -0.5, -0.5], [-1.6, 1.4, -0.3]],
  "homo_lumo_gap_ev": [5.20, 6.57],
  "total_energy_ev": -31906.6731,
  "charge": -2,
  "de_lowest_kj_mol": 67.4,
  "spin_multiplicity": 1,
  "e_homo_ev": [1.26, -0.19]
}

---

4.
{
  "formula": "C31H51NO3S2",
  "method": "wB97M-V/def2-TZVPD",
  "elements": ["C", "C", "C", "C", "N", "C", "C", "C", "C", "C", "H", "H", "H", "H", "H", "H", "H", "H", "H", "H", "H", "H", "H", "H", "H", "H", "H", "H", "H", "H", "O", "H", "C", "S", "O", "C", "H", "H", "H", "H", "H", "H", "C", "S", "O", "C", "H", "H", "H", "H", "H", "H", "C", "C", "C", "C", "C", "C", "H", "H", "H", "H", "H", "H", "C", "C", "C", "C", "C", "C", "H", "H", "H", "H", "H", "H", "C", "C", "C", "C", "C", "C", "H", "H", "H", "H", "H", "H"],
  "xyz": [[21.836000, 37.626000, 47.085000], [20.742000, 36.729000, 47.671000], [21.115000, 35.358000, 47.807000], [20.088000, 34.518000, 48.248000], [20.554000, 33.240000, 48.789000], [21.530000, 32.465000, 47.901000], [21.212000, 31.005000, 48.244000], [19.710000, 30.937000, 48.609000], [19.351000, 32.423000, 48.883000], [21.203000, 33.413000, 50.115000], [22.889000, 37.552000, 47.542000], [21.568000, 38.657000, 47.206000], [22.286000, 37.606000, 46.016000], [20.169000, 36.760000, 46.946000], [20.420000, 37.012000, 48.571000], [21.902000, 35.172000, 48.484000], [21.669000, 34.995000, 46.845000], [19.483000, 34.350000, 47.573000], [19.639000, 35.185000, 49.216000], [22.525000, 32.705000, 48.099000], [21.129000, 32.517000, 46.905000], [21.481000, 30.463000, 49.192000], [21.496000, 30.296000, 47.263000], [19.615000, 30.291000, 49.434000], [18.931000, 30.378000, 48.142000], [18.701000, 32.572000, 49.857000], [18.500000, 32.638000, 48.153000], [22.101000, 34.202000, 50.041000], [21.622000, 32.477000, 50.440000], [20.570000, 33.606000, 50.932000], [19.116000, 36.052000, 51.408000], [18.828000, 36.461000, 50.670000], [19.291000, 33.005000, 53.557000], [17.583000, 32.736000, 53.209000], [17.683000, 31.746000, 52.035000], [17.402000, 31.922000, 54.793000], [19.919000, 31.998000, 53.670000], [19.614000, 33.289000, 54.463000], [19.607000, 33.675000, 52.774000], [17.464000, 32.663000, 55.398000], [17.991000, 31.269000, 55.006000], [16.408000, 31.579000, 54.777000], [21.940000, 36.402000, 53.521000], [21.713000, 37.940000, 52.502000], [22.674000, 38.951000, 53.105000], [22.677000, 37.277000, 51.143000], [21.272000, 35.657000, 53.293000], [21.976000, 36.479000, 54.589000], [22.939000, 36.093000, 53.277000], [23.681000, 36.846000, 51.660000], [23.061000, 38.124000, 50.526000], [21.935000, 36.543000, 50.555000], [19.582000, 41.271000, 51.926000], [19.361000, 42.742000, 52.288000], [18.019000, 43.220000, 52.211000], [16.914000, 42.404000, 51.819000], [17.089000, 41.031000, 51.519000], [18.480000, 40.432000, 51.533000], [20.457000, 40.853000, 51.884000], [20.149000, 43.374000, 52.598000], [17.852000, 44.287000, 52.552000], [16.040000, 43.044000, 51.454000], [16.138000, 40.657000, 51.135000], [18.620000, 39.303000, 51.364000], [14.387000, 35.901000, 51.460000], [12.912000, 35.408000, 51.678000], [12.629000, 34.053000, 51.473000], [13.540000, 33.035000, 51.066000], [14.905000, 33.475000, 50.767000], [15.313000, 34.953000, 50.959000], [14.733000, 36.952000, 51.597000], [12.295000, 36.122000, 51.998000], [11.623000, 33.775000, 51.750000], [13.165000, 31.872000, 50.983000], [15.614000, 32.644000, 50.638000], [16.463000, 35.252000, 50.761000], [16.204000, 38.664000, 45.926000], [16.285000, 39.752000, 47.094000], [16.888000, 39.455000, 48.320000], [17.301000, 38.104000, 48.549000], [17.191000, 37.096000, 47.602000], [16.690000, 37.343000, 46.184000], [15.989000, 38.902000, 44.869000], [15.989000, 40.657000, 46.873000], [16.988000, 40.223000, 48.859000], [17.853000, 37.937000, 49.488000], [17.395000, 36.178000, 47.777000], [16.635000, 36.476000, 45.681000]],
  "forces_ev_per_a": [[4.0, 0.7, -0.1], [7.3, 0.6, 1.1], [5.4, -1.8, -3.1], [2.4, 3.1, 9.1], [0.3, -0.2, 0.5], [-2.8, -2.0, 1.0], [-0.4, -3.7, -1.8], [0.0, 1.2, 0.5], [-4.7, -2.3, 1.3], [3.1, 0.9, -0.1], [-1.6, -0.1, 0.4], [-0.3, 0.6, 0.1], [-2.0, -0.8, 1.0], [-7.0, 0.5, -6.1], [-1.7, 2.0, 3.3], [1.4, 0.7, 1.1], [-1.3, 0.4, 1.0], [-6.5, -1.8, -6.3], [0.3, -2.2, -2.0], [1.4, 0.9, -0.1], [0.5, 0.8, -0.6], [1.8, 1.2, -1.2], [-0.6, 1.8, 2.8], [0.4, -0.1, 2.2], [-0.3, 0.4, -2.3], [2.0, -0.1, -1.3], [1.8, 0.6, 0.3], [-2.3, -1.8, 0.2], [0.5, -0.6, -0.5], [-1.4, 1.2, 0.3], [2.1, -2.7, 3.4], [-1.7, 2.3, -3.8], [1.6, -2.7, -2.6], [1.2, -1.5, -1.2], [-0.5, 0.9, 1.3], [-7.4, 3.1, -6.3], [-1.6, 1.4, -1.5], [0.1, 2.4, 3.5], [0.6, 0.2, -0.2], [0.3, 5.0, 4.2], [7.1, -7.8, 1.9], [-1.3, -0.7, 0.4], [1.5, 1.4, -0.1], [1.1, 0.3, 1.4], [-0.8, -0.6, -0.3], [0.9, -1.5, -0.5], [-1.8, -1.6, -1.0], [-0.5, 1.1, 0.6], [0.5, -0.3, -0.2], [-2.5, 0.5, -1.5], [-0.8, -0.6, 0.3], [2.0, 1.4, 1.2], [-7.4, 3.9, -0.1], [-2.9, -4.1, -1.4], [1.6, 0.1, 0.9], [1.2, 0.7, -1.1], [2.0, 1.6, -0.1], [-1.6, 1.3, 1.1], [5.1, -2.0, 0.1], [0.8, 0.4, 0.2], [0.1, -1.3, -0.7], [0.7, -1.6, 1.1], [0.7, -1.1, 0.1], [-0.1, 2.0, 0.2], [-2.0, -2.6, -0.9], [7.4, -2.3, -2.1], [-0.2, 0.7, 0.5], [1.8, 0.2, -0.6], [-2.1, 1.4, 1.6], [0.4, -1.8, 0.0], [-0.6, -1.0, 0.0], [-2.8, 2.3, 1.2], [-0.2, -0.3, -0.2], [1.2, 3.3, 0.2], [0.1, 0.9, -0.3], [-2.8, -0.7, 0.6], [1.7, -0.1, 2.5], [2.1, -8.0, -1.7], [-1.9, -6.4, -7.0], [0.7, 0.4, 0.1], [-2.6, 7.3, -3.6], [0.0, 5.2, 6.2], [-0.4, 0.3, 0.9], [-1.6, 4.6, -1.1], [1.1, 5.3, 5.0], [-0.6, -0.3, -0.3], [1.7, -6.0, 1.6], [-0.3, -2.4, -2.7]],
  "homo_lumo_gap_ev": 6.99,
  "total_energy_ev": -62258.4055,
  "spin_multiplicity": 1,
  "e_homo_ev": -7.01
}